The following is a DFT calculation (ωB97M-V/def2-TZVPD) of a single C20H26N6O3S molecule in a non-equilibrium geometry.

CARTESIAN COORDINATES (ANGSTROEM)
O: 0.366 0.443 -1.391
C: 0.512 -0.709 -1.031
N: -0.394 -1.339 -0.262
C: -1.583 -0.679 0.224
C: -1.940 -1.069 1.673
C: -3.399 -1.523 1.561
C: -3.430 -2.882 0.852
C: -3.079 -2.523 -0.607
C: -2.876 -1.006 -0.552
C: -3.927 -0.586 0.474
C: 1.727 -1.556 -1.454
C: 2.773 -0.645 -2.124
C: 4.070 -0.551 -1.314
N: 3.853 -0.415 0.103
S: 4.037 1.060 0.838
O: 4.240 0.795 2.232
O: 5.042 1.776 0.108
C: 2.459 1.888 0.654
C: 1.485 1.680 1.613
C: 0.215 2.182 1.405
C: -0.060 2.901 0.243
C: -1.421 3.320 -0.020
N: -2.500 2.819 0.633
N: -3.536 3.369 0.123
N: -3.114 4.188 -0.813
N: -1.805 4.193 -0.944
C: 0.948 3.161 -0.682
C: 2.211 2.640 -0.478
C: 2.928 -1.333 0.734
C: 2.358 -2.316 -0.283
H: -0.288 -2.316 -0.044
H: -1.381 0.391 0.141
H: -1.850 -0.212 2.338
H: -1.291 -1.860 2.051
H: -3.934 -1.513 2.509
H: -2.722 -3.585 1.292
H: -4.423 -3.327 0.918
H: -2.198 -3.048 -0.974
H: -3.904 -2.763 -1.278
H: -2.917 -0.521 -1.526
H: -3.861 0.465 0.746
H: -4.943 -0.824 0.162
H: 1.345 -2.282 -2.182
H: 3.016 -1.005 -3.124
H: 2.327 0.347 -2.224
H: 4.688 -1.441 -1.484
H: 4.653 0.320 -1.614
H: 1.741 1.137 2.510
H: -0.574 2.018 2.123
H: -3.724 4.757 -1.381
H: 0.717 3.733 -1.566
H: 3.011 2.797 -1.184
H: 3.454 -1.863 1.537
H: 2.106 -0.766 1.186
H: 1.637 -2.963 0.219
H: 3.155 -2.956 -0.665

Its total charge is 0. The HOMO energy comes out at -9.001 eV. The largest force on an atom is 1.31 eV Å⁻¹. As for the SMILES: O=C(N[C@@H]1C[C@@H]2CC[C@H]1C2)C1CCN(S(=O)(=O)c2ccc(-c3nn[nH]n3)cc2)CC1. As for the LUMO energy: 0.29 eV. Its energy above the lowest of the compared OMol25 structures with the same formula, charge and spin is 154.8 kJ/mol.



The following is a DFT calculation (ωB97M-V/def2-TZVPD) of a molecular structure, C20H27AsF6MoN5O6P2 in a non-equilibrium geometry.

CARTESIAN COORDINATES (ANGSTROEM)
Mo: 0.432 0.183 0.271
C: -3.486 -1.382 1.663
P: -1.702 -0.931 1.276
C: -1.561 -2.270 -0.026
C: -1.086 -1.952 2.742
C: 0.416 -2.197 2.769
P: 1.309 -0.683 2.278
C: 1.222 0.394 3.743
C: 3.033 -1.274 2.315
H: -3.552 -2.460 1.832
H: -4.129 -1.133 0.821
H: -3.846 -0.866 2.553
H: -2.003 -3.190 0.368
H: -0.534 -2.479 -0.322
H: -2.104 -1.983 -0.926
H: -1.623 -2.902 2.731
H: -1.397 -1.408 3.636
H: 0.700 -2.956 2.034
H: 0.777 -2.527 3.748
H: 1.537 -0.144 4.639
H: 0.197 0.755 3.850
H: 1.868 1.256 3.572
H: 3.219 -1.785 3.263
H: 3.718 -0.436 2.197
H: 3.199 -1.962 1.486
O: -2.831 2.663 2.566
C: -2.508 1.647 1.984
O: -1.973 0.597 2.514
C: -2.738 1.516 0.440
O: -3.158 2.452 -0.213
O: -2.451 0.340 -0.033
N: -0.162 3.256 -2.225
C: -0.359 1.913 -2.139
N: -1.538 1.421 -2.537
O: 0.583 1.168 -1.763
H: -0.980 3.842 -2.186
H: 0.606 3.577 -1.653
H: -2.367 1.972 -2.367
H: -1.668 0.430 -2.397
F: -0.770 -1.489 -3.133
As: -1.626 -2.142 -4.516
F: -0.110 -2.743 -5.119
F: -1.838 -3.620 -3.643
F: -2.466 -2.809 -5.869
F: -3.103 -1.529 -3.855
F: -1.383 -0.669 -5.374
C: 0.246 2.026 0.884
C: 0.476 3.380 0.880
C: 1.829 3.873 0.768
C: 2.081 5.216 0.592
C: 1.034 6.151 0.575
C: -0.287 5.699 0.754
C: -0.578 4.364 0.903
H: 2.637 3.151 0.777
H: 3.106 5.551 0.477
H: 1.241 7.206 0.439
H: -1.101 6.417 0.769
H: -1.602 4.033 1.032
N: 2.094 -2.393 -2.686
C: 2.317 -1.459 -1.736
O: 1.384 -1.299 -0.881
C: 3.563 -0.789 -1.710
C: 4.538 -1.079 -2.704
N: 5.323 -1.313 -3.521
C: 3.891 0.157 -0.703
N: 4.157 0.927 0.115
H: 1.114 -2.552 -2.882
H: 2.675 -2.359 -3.509

Its total charge is -2. The expectation value of S² is 3.836. The HOMO energy (spin up / spin down) comes out at -1.050 / -2.480 eV. The largest force on an atom is 1.43 eV Å⁻¹. The spin multiplicity is 4. As for the LUMO energy (spin up / spin down): 4.48 / 3.67 eV. Its energy above the lowest of the compared OMol25 structures with the same formula, charge and spin is 383.6 kJ/mol.



The following is a DFT calculation (ωB97M-V/def2-TZVPD) of a single C20H27BrN2O4 molecule.

CARTESIAN COORDINATES (ANGSTROEM)
C: -3.785 -0.836 2.665
C: -4.651 0.278 2.086
O: -4.526 0.396 0.681
C: -3.381 0.898 0.134
C: -2.401 1.552 0.869
C: -1.286 2.090 0.253
Br: -0.022 2.984 1.363
C: -1.088 1.994 -1.114
C: 0.132 2.538 -1.797
N: 1.350 1.929 -1.296
C: 2.544 2.666 -1.196
O: 2.669 3.820 -1.506
N: 3.476 1.810 -0.727
C: 2.945 0.507 -0.386
C: 3.632 -0.616 -1.179
C: 4.819 -1.293 -0.494
C: 4.401 -2.440 0.425
C: 3.787 -1.999 1.750
C: 2.575 -1.080 1.609
C: 2.952 0.326 1.141
C: 1.499 0.645 -0.874
O: 0.659 -0.222 -0.882
C: -2.065 1.332 -1.840
C: -3.201 0.779 -1.261
O: -4.071 0.215 -2.141
C: -4.853 -0.910 -1.769
C: -3.995 -2.106 -1.373
H: -2.731 -0.653 2.469
H: -4.058 -1.788 2.217
H: -3.938 -0.896 3.739
H: -4.443 1.236 2.578
H: -5.709 0.043 2.235
H: -2.501 1.668 1.936
H: 0.056 2.368 -2.876
H: 0.245 3.616 -1.622
H: 4.396 2.118 -0.465
H: 2.879 -1.374 -1.407
H: 3.954 -0.181 -2.129
H: 5.413 -0.563 0.059
H: 5.461 -1.706 -1.276
H: 3.689 -3.073 -0.109
H: 5.280 -3.051 0.645
H: 3.486 -2.894 2.299
H: 4.547 -1.490 2.349
H: 1.844 -1.510 0.925
H: 2.099 -0.997 2.588
H: 3.945 0.583 1.517
H: 2.254 1.055 1.560
H: -1.956 1.218 -2.907
H: -5.423 -1.135 -2.674
H: -5.549 -0.653 -0.965
H: -4.631 -2.965 -1.178
H: -3.419 -1.882 -0.478
H: -3.302 -2.351 -2.174

Its total charge is 0. The HOMO energy comes out at -8.115 eV. The largest force on an atom is 0.64 eV Å⁻¹. As for the SMILES: CCOc1cc(Br)c(CN2C(=O)NC3(CCCCCC3)C2=O)cc1OCC. As for the LUMO energy: 0.67 eV. Its energy above the lowest of the compared OMol25 structures with the same formula, charge and spin is 0.0 kJ/mol.



The following is a DFT calculation (ωB97M-V/def2-TZVPD) of a molecular structure, C20H27BrN4O6 in a non-equilibrium geometry.

CARTESIAN COORDINATES (ANGSTROEM)
C: 5.363 -0.753 -0.976
H: 5.314 -1.439 -0.174
H: 5.651 0.148 -0.635
C: 3.836 -0.609 -1.432
C: 3.658 0.309 -2.789
C: 2.381 0.549 -3.091
H: 2.036 -0.356 -3.267
H: 2.228 0.945 -4.007
C: 1.404 1.173 -2.033
N: 0.255 0.536 -1.593
C: -0.911 0.660 -1.887
O: -1.160 1.512 -2.786
C: -2.136 -0.145 -1.805
H: -1.819 -0.709 -0.603
H: -2.430 -0.917 -2.469
O: -3.088 0.710 -1.325
C: -2.996 1.741 -0.563
O: -1.927 1.797 0.192
C: -4.333 2.475 -0.253
C: -5.270 2.576 -0.988
C: -6.133 3.515 -0.616
C: -5.182 4.134 0.569
O: -4.181 3.476 0.713
Br: -5.531 5.629 1.681
H: -7.250 3.713 -0.835
H: -5.688 1.908 -1.849
C: 0.577 -0.491 -0.823
C: 0.676 -0.345 0.820
N: 0.787 1.032 1.130
H: 0.612 1.235 2.116
H: -0.003 1.520 0.654
N: 1.067 -1.376 1.476
C: 1.304 -2.571 1.179
O: 1.721 -3.440 1.754
N: 1.096 -2.816 -0.250
C: 0.610 -1.930 -0.957
O: 0.288 -2.380 -2.351
H: 1.342 -3.606 -0.373
C: 1.288 -1.044 3.023
C: 0.069 -0.920 3.868
C: -0.940 -1.888 3.605
C: -1.635 -1.985 2.507
H: -2.510 -2.860 2.367
H: -2.331 -1.046 2.179
H: -1.273 -2.303 1.463
H: -0.513 -2.879 3.553
H: -1.655 -1.982 4.409
H: -0.652 0.188 3.290
H: 0.099 -0.805 4.824
H: 2.033 -0.226 3.189
H: 1.734 -1.939 3.401
H: 1.959 1.527 -1.115
H: 0.795 2.209 -2.426
H: 4.343 0.087 -3.441
H: 4.154 1.480 -2.299
H: 3.527 -1.464 -1.497
H: 3.332 -0.296 -0.617
H: 6.005 -1.263 -1.838

Its total charge is 0. The HOMO energy comes out at -7.709 eV. The largest force on an atom is 17.01 eV Å⁻¹. As for the LUMO energy: 0.04 eV. Its energy above the lowest of the compared OMol25 structures with the same formula, charge and spin is 2274.6 kJ/mol.